Entry 1:
Density functional theory data (wB97M-V/def2-TZVPD) for C20H21N3OS in the gas phase.

For the total energy, the calculation gives -1412.44065 Eh. Its energy relative to the best compared isomer or geometry (same formula, charge and spin) is 0.666 eV. For the lowest unoccupied orbital energy, the calculation gives 0.02214 Eh. As for the SMILES: CSc1ccc(CCNC(=O)c2cc(C)nn2-c2ccccc2)cc1. The gap between HOMO and LUMO is 8.61 eV.

Atoms and positions in Å:
C 1.5756 -4.3896 1.4648
S 2.5096 -3.0448 0.6785
C 1.3570 -2.3594 -0.4709
C 0.1962 -3.0023 -0.8756
C -0.6586 -2.3820 -1.7675
C -0.3722 -1.1247 -2.2801
C -1.3792 -0.3899 -3.1205
C -2.4855 0.1631 -2.1963
N -1.9027 0.6778 -0.9783
C -1.9387 -0.0763 0.1591
O -2.7789 -0.9367 0.3412
C -0.8654 0.1574 1.1395
C -0.4169 -0.7998 2.0330
C 0.7549 -0.2711 2.5987
C 1.6498 -0.8925 3.6079
N 1.0028 0.9206 2.0876
N 0.0314 1.1857 1.2109
C 0.0108 2.4482 0.6017
C 1.2155 3.0076 0.1885
C 1.2244 4.2596 -0.3972
C 0.0398 4.9575 -0.5694
C -1.1565 4.4072 -0.1378
C -1.1780 3.1584 0.4557
C 0.8082 -0.5015 -1.8865
C 1.6671 -1.1083 -0.9941
H 0.6207 -4.0097 1.8146
H 2.1782 -4.7150 2.3073
H 1.4426 -5.2141 0.7703
H -0.0599 -3.9789 -0.4977
H -1.5706 -2.8824 -2.0572
H -1.8298 -1.0495 -3.8627
H -0.8924 0.4375 -3.6414
H -3.1708 -0.6324 -1.8966
H -3.0492 0.9531 -2.7004
H -1.1156 1.2958 -1.1108
H -0.8815 -1.7445 2.2260
H 2.2917 -1.6314 3.1287
H 1.0650 -1.3900 4.3785
H 2.2778 -0.1295 4.0586
H 2.1262 2.4508 0.3427
H 2.1591 4.6917 -0.7214
H 0.0493 5.9336 -1.0300
H -2.0781 4.9574 -0.2530
H -2.1050 2.7325 0.8087
H 1.0564 0.4770 -2.2766
H 2.5753 -0.6163 -0.6803

---

Entry 2:
Density functional theory data (wB97M-V/def2-TZVPD) for C20H21N3S2 in the gas phase.

For the total energy, the calculation gives -1735.41137 Eh. For the lowest unoccupied orbital energy, the calculation gives 0.01971 Eh. As for the SMILES: Cc1cccc(NC(=S)N2CCC(c3nc4ccccc4s3)CC2)c1. The gap between HOMO and LUMO is 8.36 eV.

Atoms and positions in Å:
C -5.0326 -0.6533 -1.7408
C -4.1538 -0.6821 -0.5276
C -4.6542 -0.3637 0.7270
C -3.8347 -0.4323 1.8409
C -2.5112 -0.7992 1.7099
C -1.9867 -1.0959 0.4510
N -0.6476 -1.4843 0.4006
C 0.2393 -1.4456 -0.6324
S -0.0597 -0.6947 -2.0781
N 1.4236 -2.0746 -0.4131
C 2.5857 -1.7972 -1.2298
C 3.7644 -1.3535 -0.3452
C 3.2389 -0.7624 0.9700
C 2.3091 0.3761 0.7007
N 1.1942 0.5636 1.2977
C 0.5258 1.6582 0.8248
C -0.7267 2.0968 1.2405
C -1.2797 3.2001 0.6273
C -0.6029 3.8781 -0.3838
C 0.6459 3.4665 -0.8054
C 1.2016 2.3549 -0.1985
S 2.7202 1.5798 -0.5252
C 2.5288 -1.8642 1.7730
C 1.7694 -2.7838 0.7975
C -2.8228 -1.0553 -0.6565
H -5.9288 -0.0648 -1.5602
H -5.3366 -1.6667 -2.0049
H -4.4969 -0.2343 -2.5896
H -5.6875 -0.0682 0.8359
H -4.2303 -0.1958 2.8182
H -1.8732 -0.8573 2.5820
H -0.2259 -1.5290 1.3194
H 2.3120 -1.0148 -1.9405
H 2.8533 -2.6929 -1.8019
H 4.4109 -2.1999 -0.1071
H 4.3624 -0.6151 -0.8794
H 4.0838 -0.3732 1.5506
H -1.2495 1.5662 2.0193
H -2.2575 3.5415 0.9319
H -1.0628 4.7363 -0.8501
H 1.1725 3.9842 -1.5919
H 1.8514 -1.3942 2.4858
H 3.2606 -2.4492 2.3306
H 0.8835 -3.2247 1.2565
H 2.4194 -3.6105 0.4919
H -2.4394 -1.3083 -1.6304

---

Entry 3:
Density functional theory data (wB97M-V/def2-TZVPD) for a molecular structure, C20H22AlClNO2P.

For the total energy, the calculation gives -2024.00429 Eh. The net charge is +2. For the lowest unoccupied orbital energy, the calculation gives -0.30362 Eh. The gap between HOMO and LUMO is 6.29 eV.

Atoms and positions in Å:
Al -0.6017 1.4968 1.2421
Cl 0.8161 0.4984 2.6328
P 0.0090 -0.3968 -0.2272
C 0.0284 0.4629 -1.8292
C -1.1077 0.6347 -2.6315
C -1.0205 1.4431 -3.7660
C 0.1803 2.0737 -4.1008
C 1.3134 1.9147 -3.2899
C 1.2385 1.1089 -2.1580
C 1.2858 -1.6747 -0.4474
C 1.5791 -2.5168 0.6461
C 2.2990 -3.6941 0.4458
C 2.7659 -4.0145 -0.8301
C 2.5294 -3.1654 -1.9067
C 1.7887 -1.9971 -1.7216
C -1.5142 -1.3789 0.0605
C -2.2155 -1.1939 1.2666
C -3.4732 -1.7780 1.4255
C -3.9774 -2.6362 0.4422
C -3.2082 -2.9277 -0.6904
C -1.9726 -2.3079 -0.8808
H 1.2305 -2.2399 1.6461
H 2.4868 -4.3593 1.2894
H 3.3164 -4.9446 -0.9857
H 2.8962 -3.4046 -2.8992
H 1.5806 -1.3626 -2.5824
H -2.0498 0.1737 -2.3345
H -1.9044 1.5963 -4.3817
H 0.2432 2.7017 -4.9884
H 2.2470 2.4232 -3.5231
H 2.1061 0.9877 -1.4979
H -1.7631 -0.6136 2.0883
H -4.0552 -1.5609 2.3249
H -4.9645 -3.0817 0.5683
H -3.5758 -3.6354 -1.4267
H -1.3631 -2.5428 -1.7519
H -1.1746 2.1695 -0.1681
H -1.8617 1.6884 0.1160
N 1.8524 3.8751 4.1158
C 1.1186 3.6791 2.8385
C -0.2778 3.2491 3.2967
O -0.5110 3.2272 4.4972
O -1.0999 2.8519 2.3465
H 1.1299 3.9192 4.8695
H 2.4683 4.6845 4.0708
H 2.4328 3.0495 4.2757
H 1.1001 4.6007 2.2571
H 1.6493 2.9174 2.2566

---

Entry 4:
Density functional theory data (wB97M-V/def2-TZVPD) for C20H22BrN3O4 in the gas phase.

For the total energy, the calculation gives -3814.63426 Eh. Its energy relative to the best compared isomer or geometry (same formula, charge and spin) is 0.370 eV. For the lowest unoccupied orbital energy, the calculation gives 0.01837 Eh. As for the SMILES: CCCCNC(=O)[C@@]1(O)c2cc(Br)ccc2NC(=O)N1c1cccc(OC)c1. The gap between HOMO and LUMO is 9.01 eV.

Atoms and positions in Å:
C 3.0670 2.7862 0.3695
C 3.1239 2.3905 -1.1030
C 3.5558 0.9336 -1.3145
C 2.3729 -0.0299 -1.4261
N 1.5158 0.0194 -0.2665
C 0.2267 0.3549 -0.3293
O -0.3855 0.6213 -1.3423
C -0.5025 0.3421 1.0439
O 0.4733 0.3442 2.0720
C -1.3824 1.5621 1.1475
C -0.8522 2.8147 0.8872
C -1.6518 3.9330 1.0307
Br -0.9114 5.6490 0.6873
C -2.9751 3.8244 1.4292
C -3.5042 2.5758 1.6824
C -2.7139 1.4352 1.5437
N -3.2180 0.1793 1.7960
C -2.5869 -1.0022 1.4465
O -3.1777 -2.0565 1.5008
N -1.2784 -0.8861 1.0822
C -0.6292 -2.0504 0.5589
C 0.4330 -2.6220 1.2382
C 1.0724 -3.7186 0.6806
C 0.6553 -4.2359 -0.5265
C -0.4224 -3.6625 -1.2062
O -0.7546 -4.2358 -2.3888
C -1.8351 -3.6959 -3.1153
C -1.0633 -2.5592 -0.6559
H 2.7379 3.8188 0.4682
H 2.3840 2.1497 0.9271
H 4.0534 2.7033 0.8220
H 2.1462 2.5435 -1.5641
H 3.8299 3.0524 -1.6081
H 4.1295 0.8476 -2.2386
H 4.2039 0.6217 -0.4928
H 1.7478 0.2351 -2.2820
H 2.7366 -1.0550 -1.5588
H 1.9133 -0.1862 0.6377
H 0.0302 0.3584 2.9293
H 0.1761 2.9103 0.5778
H -3.5848 4.7080 1.5363
H -4.5343 2.4750 1.9885
H -4.1975 0.0843 2.0252
H 0.7558 -2.2186 2.1847
H 1.9018 -4.1743 1.2000
H 1.1433 -5.0896 -0.9689
H -1.9214 -4.3084 -4.0114
H -1.6444 -2.6569 -3.4014
H -2.7671 -3.7525 -2.5449
H -1.8916 -2.0774 -1.1481